## 1
Computed, not measured: 2 unconnected molecules or ions with the total composition C4H13N2O2, with the ωB97M-V functional and the def2-TZVPD basis.

Atoms and positions in Å:
N 0.34 0.88 -1.52
C 0.37 -0.29 -0.53
C 1.23 -0.01 0.68
C 2.58 0.43 0.36
O 2.91 0.65 -0.80
C -1.08 -0.61 -0.18
N -1.75 -1.07 -1.40
H 1.33 0.80 -1.83
H 0.23 1.81 -1.12
H -0.33 0.59 -2.24
H 0.69 -1.11 -1.15
H 0.88 0.78 1.39
H 1.26 -0.94 1.27
H 3.44 0.43 1.06
H -1.16 -1.26 0.67
H -1.60 0.30 0.10
H -2.75 -0.94 -1.32
H -1.62 -2.05 -1.63
H -1.05 0.56 3.25
H -2.43 0.66 2.50
O -1.50 0.39 2.44

## Properties
- Charge: +1
- Orbital gap: 10.982 eV
- HOMO level: -13.85 eV
- Multiplicity: 1

---

## 2
Computed, not measured: 2 unconnected molecules or ions with the total composition C4H13N2O2, with the ωB97M-V functional and the def2-TZVPD basis.

Atoms and positions in Å:
O -1.38 -0.21 -2.00
C -0.81 -0.99 -1.22
N -1.04 -2.38 -1.21
C 0.42 -0.39 -0.49
N 0.33 1.14 -0.38
C 1.62 1.86 -0.03
C 0.52 -0.87 0.97
H -1.50 -2.75 -2.03
H -0.67 -3.12 -0.60
H 1.33 -0.86 -0.92
H 0.04 1.40 -1.38
H -0.54 1.58 0.13
H 1.56 2.93 0.33
H 2.15 1.20 0.75
H 2.35 1.78 -0.87
H 1.07 -1.83 1.19
H 1.17 -0.19 1.51
H -0.58 -1.07 1.34
H -1.80 0.26 2.04
H -2.38 1.64 1.51
O -1.84 0.87 1.38

## Properties
- Charge: +1
- Orbital gap: 11.257 eV
- HOMO level: -14.20 eV
- Multiplicity: 1

---

Most stable structure: 1

---

## 1
Computed, not measured: 2 unconnected molecules or ions with the total composition C4H13N2O2, with the ωB97M-V functional and the def2-TZVPD basis.

Atoms and positions in Å:
C 0.38 -2.19 -0.76
C 0.65 -0.67 -0.68
C 2.00 -0.12 -0.30
C 1.75 1.14 0.55
N 2.87 1.66 1.28
O 0.98 1.96 -0.13
N -0.39 -0.18 0.18
H -0.71 -2.42 -0.83
H 0.87 -2.73 0.04
H 0.74 -2.70 -1.67
H 0.42 -0.27 -1.72
H 2.57 -0.91 0.19
H 2.51 0.19 -1.32
H 3.44 2.17 0.58
H 2.53 2.35 1.96
H -1.33 -0.56 0.07
H -0.35 0.85 0.11
H 1.20 0.62 1.44
H -6.31 1.40 0.10
H -7.20 -0.11 0.65
O -6.60 0.52 0.26

## Properties
- Charge: +1
- Orbital gap: 4.255 eV
- HOMO level: -13.37 eV
- Multiplicity: 1

---

## 2
Computed, not measured: 2 unconnected molecules or ions with the total composition C4H13N2O2, with the ωB97M-V functional and the def2-TZVPD basis.

Atoms and positions in Å:
O 0.41 0.45 2.26
C 1.37 0.30 1.52
C 1.30 0.68 0.07
C 0.04 1.33 -0.47
C -1.31 1.14 0.20
N -1.52 -0.28 0.62
N 1.60 -0.59 -0.64
H 2.26 -0.21 1.92
H 2.12 1.38 -0.11
H 0.03 1.29 -1.56
H 0.20 2.42 -0.43
H -2.06 1.47 -0.51
H -1.45 1.75 1.04
H -1.31 -0.88 -0.20
H -2.49 -0.47 0.85
H -0.92 -0.45 1.41
H 2.59 -0.78 -0.71
H 1.18 -0.57 -1.55
H -1.14 -3.10 -1.66
H 0.00 -2.56 -0.87
O -0.89 -2.31 -1.17

## Properties
- Charge: +1
- Orbital gap: 10.695 eV
- HOMO level: -13.63 eV
- Multiplicity: 1

---

Most stable structure: 2